[1]
# CH2F2O3S

2 unconnected molecules or ions with the total composition CH2F2O3S at a distorted geometry (ωB97M-V/def2-TZVPD, OMol25).

Last column: Löwdin charge in e.
Geometry (Å):
C: -0.939071 -0.795193 -0.965881  -0.0183
O: 0.377052 -1.199538 1.384804  -0.1986
O: -0.603763 0.929688 0.508251  -0.1863
O: 1.669188 -0.018322 -0.666476  -0.1482
F: -0.237692 2.176700 1.682611  -0.2170
F: 2.423407 0.645540 0.275972  -0.0939
S: 0.060640 -0.363163 0.302085  0.7473
H: -0.867193 -0.146040 -1.814597  0.0566
H: -1.882568 -1.229673 -0.706770  0.0585

Atoms 1-6, force components in eV/Å:
C 1.0 0.7 1.2
O 0.0 -0.1 0.4
O -1.3 2.5 0.5
O -3.4 -0.9 1.1
F 0.3 -0.9 -0.4
F 0.6 0.5 0.6

Computed properties:
gap between HOMO and LUMO (spin up / spin down): 6.914 / 6.910 eV
HOMO energy (spin up / spin down): -10.3 / -10.3 eV
molar mass: 132.09 g/mol

---

[2]
# C3H13N2

2 unconnected molecules or ions with the total composition C3H13N2 at a distorted geometry (ωB97M-V/def2-TZVPD, OMol25).

Last column: Löwdin charge in e.
Geometry (Å):
C: 0.075467 -2.173394 0.966975  0.0109
N: -0.651856 -1.586790 -0.303688  0.0618
H: 0.383012 -1.293293 1.502643  0.0732
H: 0.943488 -2.727155 0.673307  0.0831
H: -0.750742 -2.799857 1.352307  0.1053
H: -0.731223 -0.435939 -0.182487  0.0992
H: 0.153090 -1.568431 -0.929583  0.1114
H: -1.310550 -2.282680 -0.627140  0.1396
C: 1.334041 1.305890 -0.611573  -0.0797
C: -0.087717 1.884507 -0.442261  -0.2847
N: -0.985354 1.017472 0.335111  -0.0095
H: 1.846630 1.209079 0.391899  0.0998
H: 1.883265 1.937089 -1.267737  0.0732
H: 1.205131 0.267273 -0.896040  0.0374
H: -0.510982 1.967546 -1.470010  0.1273
H: 0.048043 2.883638 0.017387  0.1220
H: -1.986064 1.190377 0.173348  0.1238
H: -0.857671 1.204660 1.317550  0.1059

Atoms 1-6, force components in eV/Å:
C -2.4 0.5 -1.3
N 3.6 0.0 0.6
H -0.2 0.0 0.8
H 0.2 -0.5 -0.2
H 1.1 0.4 0.8
H -1.7 -0.6 0.9

Computed properties:
total charge: +1
gap between HOMO and LUMO: 11.679 eV
HOMO energy: -14.8 eV
molar mass: 77.15 g/mol

---

[3]
# H22NO9

10 unconnected molecules or ions with the total composition H22NO9 at a distorted geometry (ωB97M-V/def2-TZVPD, OMol25).

Last column: Löwdin charge in e.
Geometry (Å):
N: -0.201529 0.041131 -0.292038  0.4380
H: 0.618111 0.564901 -0.261036  0.1153
H: -0.576180 -0.448456 -1.081391  0.1272
H: -0.711157 0.742836 -0.237557  0.0307
H: -0.358413 -0.631534 0.189095  -0.0072
O: -2.537502 -0.788290 -2.056614  0.0061
H: -3.262950 -0.358676 -1.904934  -0.0429
H: -2.401829 -1.343066 -2.933669  0.1741
O: 1.161200 -2.346751 -0.855064  0.1147
H: 1.722324 -2.238288 -0.245992  -0.1077
H: 0.849257 -3.146195 -0.912823  -0.0261
O: 2.417354 0.575061 -2.031492  -0.0067
H: 2.435911 0.209984 -2.914363  0.0572
H: 2.840614 1.350385 -1.819459  -0.0077
O: -1.302415 2.823034 -1.997099  -0.2023
H: -2.047040 3.239046 -2.574957  0.0775
H: -0.349240 3.341085 -2.300382  0.1552
O: 2.335877 1.050745 1.638460  -0.0940
H: 3.103117 1.586455 1.294267  0.0880
H: 1.746179 1.750665 2.027805  0.0338
O: -1.861674 0.035856 2.450994  0.0153
H: -1.948557 -0.606414 3.041469  -0.0162
H: -2.695662 -0.103311 1.922840  0.1044
O: 2.968930 -1.785326 1.326983  -0.0670
H: 2.776258 -2.148537 2.179687  0.0336
H: 2.776221 -0.785777 1.308592  0.0397
O: -0.074564 2.215225 2.489239  -0.0382
H: -0.409549 3.115031 2.519623  0.0655
H: -0.818416 1.629503 2.546509  -0.0135
O: -1.945974 -2.802156 -0.295090  0.1157
H: -2.150348 -2.522682 0.572924  0.0393
H: -2.098355 -2.215483 -0.794526  -0.2018

Atoms 1-6, force components in eV/Å:
N 4.9 2.4 -8.5
H 3.5 -0.7 -0.5
H 1.0 0.3 -2.7
H -7.6 7.9 1.6
H -1.5 -9.9 9.9
O 8.5 -5.6 -3.1

Computed properties:
total charge: +1
gap between HOMO and LUMO: 10.721 eV
HOMO energy: -13.8 eV
molar mass: 180.17 g/mol